{
  "formula": "C5H8O",
  "method": "the ωB97M-V functional and the def2-TZVPD basis",
  "species": ["C", "C", "O", "C", "C", "C", "H", "H", "H", "H", "H", "H", "H", "H"],
  "xyz": [[1.155657, -0.666421, 0.557918], [0.364768, -1.614444, 0.060603], [-0.760596, -1.359733, -0.664899], [-1.379768, -0.130015, -0.304530], [-0.442790, 1.074162, -0.374012], [0.943319, 0.790721, 0.248381], [2.017026, -0.955680, 1.152701], [0.536095, -2.679630, 0.192482], [-2.217758, -0.009053, -0.995805], [-1.778032, -0.240114, 0.713630], [-0.330186, 1.386294, -1.416553], [-0.932548, 1.902646, 0.151080], [1.717347, 1.102056, -0.465583], [1.107460, 1.399215, 1.144585]],
  "atomic_forces_ev_per_a": [[-0.092, -0.097, -0.078], [0.211, 0.002, 0.154], [0.029, -0.028, -0.019], [-0.130, 0.219, 0.057], [-0.019, 0.012, -0.076], [0.006, 0.043, 0.026], [-0.120, -0.011, -0.128], [0.019, 0.158, -0.030], [0.092, -0.002, 0.139], [0.078, 0.008, -0.082], [0.008, -0.096, 0.093], [0.062, -0.089, -0.127], [-0.077, -0.004, 0.145], [-0.066, -0.113, -0.075]],
  "smiles": "C1=COCCC1",
  "spin_multiplicity": 1,
  "relative_energy_ev": 0.957,
  "e_tot_ev": -7361.2982,
  "orbital_gap_ev": 9.7042
}